Model i:
Formula: C7H11N2
Source: the OMol25 dataset
Level of theory: ωB97M-V with the def2-TZVPD basis set

Positions of all 20 atoms, in Å:
N (1.392, -0.041, -2.235)
N (-2.568, -1.491, 1.359)
C (2.770, -0.703, -0.401)
C (0.439, 0.136, -0.045)
C (-2.196, -0.338, 1.363)
C (-1.733, 0.845, 1.999)
C (-1.850, 0.923, 0.467)
C (1.480, -0.180, -0.922)
C (-0.759, 0.713, -0.404)
H (-2.834, -2.022, 0.541)
H (-0.927, 0.997, -1.435)
H (3.579, -0.014, -0.645)
H (-2.454, 1.433, 2.550)
H (2.751, -0.843, 0.674)
H (0.563, 0.310, -2.688)
H (0.609, -0.106, 0.992)
H (-2.701, 1.469, 0.082)
H (2.173, -0.281, -2.826)
H (3.012, -1.657, -0.871)
H (-0.748, 0.851, 2.444)

Its net charge is +1. For the LUMO energy (alpha / beta), the calculation gives -4.86 / -4.86 eV. The calculation puts the HOMO energy (alpha / beta) at -0.4611 / -0.4611 Ha. The SMILES is [H]/N=C1/C[C@H]1/C=C/C(C)=[NH2+].

Model ii:
Formula: C7H11N2
Source: the OMol25 dataset
Level of theory: ωB97M-V with the def2-TZVPD basis set

Positions of all 20 atoms, in Å:
N (-1.268, 0.678, -0.056)
N (-2.394, 0.129, -0.337)
C (0.958, 1.763, -0.006)
C (-0.544, 1.877, -0.307)
C (1.119, -1.483, -0.771)
C (1.653, 0.688, 0.371)
C (-1.936, -1.127, 0.243)
C (-0.659, -0.365, 0.711)
C (0.868, -0.632, 0.477)
H (1.461, 2.707, -0.156)
H (-0.759, -0.110, 1.773)
H (2.189, -1.581, -0.926)
H (0.709, -2.482, -0.646)
H (2.712, 0.675, 0.525)
H (-0.955, 2.685, 0.320)
H (1.222, -1.192, 1.346)
H (-2.606, -1.558, 0.987)
H (-0.702, 2.208, -1.342)
H (-1.755, -1.856, -0.549)
H (0.688, -1.023, -1.657)

Its net charge is +1. For the LUMO energy, the calculation gives -5.67 eV. The calculation puts the HOMO energy at -0.5191 Ha.

Which of them is most stable? Easy: model i.

Model i:
Formula: C8H19NO
Source: the OMol25 dataset
Level of theory: ωB97M-V with the def2-TZVPD basis set

Positions of all 29 atoms, in Å:
O (-1.004, 0.342, 1.677)
N (1.426, -0.695, 1.339)
C (0.047, 0.463, -0.544)
C (1.131, 1.528, -0.604)
C (0.845, -1.035, 0.034)
C (-0.110, -2.205, 0.246)
C (-1.383, 2.414, 0.215)
C (-2.436, 0.081, -0.200)
C (1.917, -1.471, -0.970)
C (-1.144, 0.681, 0.345)
H (-0.642, 2.911, 0.833)
H (-3.255, 0.362, 0.459)
H (-2.641, 0.443, -1.204)
H (-2.404, -1.004, -0.213)
H (2.733, -0.753, -1.044)
H (-1.414, 2.791, -0.803)
H (-0.843, -1.975, 1.016)
H (-0.049, 0.148, 1.860)
H (2.363, -2.423, -0.664)
H (-0.609, -2.464, -0.685)
H (2.013, 1.156, -1.118)
H (1.729, -1.529, 1.837)
H (-2.359, 2.574, 0.666)
H (2.243, -0.105, 1.228)
H (1.486, -1.609, -1.960)
H (0.787, 2.387, -1.175)
H (0.439, -3.090, 0.587)
H (1.429, 1.858, 0.389)
H (-0.295, 0.219, -1.549)

For the LUMO energy, the calculation gives 0.82 eV. The calculation puts the HOMO energy at -0.3170 Ha. The SMILES is C[C@@H](C(C)(C)N)C(C)(C)O.

Model ii:
Formula: C8H19NO
Source: the OMol25 dataset
Level of theory: ωB97M-V with the def2-TZVPD basis set

Positions of all 29 atoms, in Å:
O (-0.191, -0.407, -1.698)
N (1.556, 1.111, 0.084)
C (1.532, 1.956, -1.072)
C (-0.002, -0.626, -0.386)
C (-0.474, 0.250, 0.595)
C (0.570, -1.979, -0.138)
C (-0.216, 0.098, 2.068)
C (-3.130, -0.093, -0.666)
C (2.813, 0.430, 0.213)
C (-2.259, -0.816, 0.325)
H (3.657, 1.132, 0.332)
H (3.072, -0.209, -0.661)
H (0.070, -2.711, -0.772)
H (-1.004, 0.592, 2.636)
H (0.556, 2.455, -1.163)
H (1.624, -1.959, -0.429)
H (-0.843, 1.211, 0.260)
H (1.739, 1.425, -2.028)
H (0.500, -2.290, 0.899)
H (-4.166, -0.450, -0.629)
H (-2.781, -0.240, -1.690)
H (-0.391, 0.526, -1.855)
H (0.738, 0.561, 2.308)
H (2.813, -0.208, 1.103)
H (-2.147, -1.877, 0.112)
H (-3.163, 0.982, -0.463)
H (2.277, 2.771, -1.018)
H (-0.184, -0.947, 2.374)
H (-2.567, -0.689, 1.359)

For the LUMO energy (alpha / beta), the calculation gives 0.79 / 0.79 eV. The calculation puts the HOMO energy (alpha / beta) at -0.2290 / -0.2289 Ha.

Which of them is most stable? Easy: model i.

Model i:
Formula: C5H8FN2
Source: the OMol25 dataset
Level of theory: ωB97M-V with the def2-TZVPD basis set

Positions of all 16 atoms, in Å:
F (0.442, 2.320, 0.899)
N (-1.074, -0.069, -1.063)
N (3.738, -0.062, -1.225)
C (0.893, -0.890, 0.640)
C (3.099, -0.021, -0.286)
C (0.826, 1.411, -0.081)
C (2.105, 0.110, 0.704)
C (-0.184, 0.166, 0.205)
H (-0.929, 0.748, -1.650)
H (2.526, 0.450, 1.656)
H (-0.575, -0.953, -1.543)
H (-0.797, 0.579, 1.088)
H (1.103, 1.962, -1.071)
H (0.641, -1.351, 1.677)
H (-2.042, -0.249, -0.891)
H (1.255, -1.664, 0.043)

Its net charge is +1. For the LUMO energy, the calculation gives -4.25 eV. The calculation puts the HOMO energy at -0.5186 Ha.

Model ii:
Formula: C5H8FN2
Source: the OMol25 dataset
Level of theory: ωB97M-V with the def2-TZVPD basis set

Positions of all 16 atoms, in Å:
F (-1.867, -1.427, -0.555)
N (0.692, 0.643, 0.490)
N (2.178, -0.908, 0.127)
C (2.356, -0.024, -0.827)
C (1.183, -0.474, 0.927)
C (-2.005, 0.510, 0.803)
C (-2.484, -0.167, -0.455)
C (1.437, 1.042, -0.592)
H (-2.091, 0.531, -1.342)
H (3.175, -0.072, -1.555)
H (0.834, -0.981, 1.822)
H (-2.423, 1.389, 1.068)
H (-1.372, 0.104, 1.547)
H (-3.561, -0.347, -0.471)
H (1.247, 1.940, -1.100)
H (2.701, -1.759, 0.113)

Its net charge is +1. For the LUMO energy (alpha / beta), the calculation gives -7.24 / -7.24 eV. The calculation puts the HOMO energy (alpha / beta) at -0.4667 / -0.4668 Ha.

Which of them is most stable? Easy: model ii.

Model i:
Formula: C5H8FN2
Source: the OMol25 dataset
Level of theory: ωB97M-V with the def2-TZVPD basis set

Positions of all 16 atoms, in Å:
F (1.497, 1.948, 1.113)
N (-1.083, -0.823, 1.642)
N (0.879, -0.781, 0.435)
C (0.085, -1.098, 1.422)
C (2.134, -1.162, -0.029)
C (-2.721, 0.126, 0.100)
C (-0.206, -0.397, -0.456)
C (-1.385, -0.349, 0.250)
H (-3.026, 1.160, 0.268)
H (-3.578, -0.333, 0.599)
H (-0.035, -0.053, -1.474)
H (-2.998, -0.181, -0.963)
H (2.692, -1.756, 0.585)
H (1.791, 2.711, 1.400)
H (1.723, -1.796, -0.866)
H (2.689, -0.300, -0.389)

Its net charge is +1. For the LUMO energy (alpha / beta), the calculation gives -7.46 / -7.46 eV. The calculation puts the HOMO energy (alpha / beta) at -0.5375 / -0.5374 Ha.

Model ii:
Formula: C5H8FN2
Source: the OMol25 dataset
Level of theory: ωB97M-V with the def2-TZVPD basis set

Positions of all 16 atoms, in Å:
F (-0.163, 1.029, -2.333)
N (0.002, 0.804, 0.072)
N (-0.245, -1.137, -1.507)
C (-0.142, 0.161, -1.333)
C (-0.128, 2.178, 0.313)
C (0.353, -1.588, 0.765)
C (0.132, -0.141, 1.231)
C (0.031, -2.021, -0.462)
H (0.158, -3.079, -0.597)
H (0.789, 2.390, 1.033)
H (-0.511, -1.512, -2.384)
H (0.043, 2.617, -0.649)
H (0.967, 0.382, 1.742)
H (0.589, -2.404, 1.434)
H (-1.102, 2.394, 0.865)
H (-0.771, -0.072, 1.812)

Its net charge is +1. For the LUMO energy, the calculation gives -4.56 eV. The calculation puts the HOMO energy at -0.5040 Ha. The SMILES is CN1CC=C[NH+]=C1F.

Model iii:
Formula: C5H8FN2
Source: the OMol25 dataset
Level of theory: ωB97M-V with the def2-TZVPD basis set

Positions of all 16 atoms, in Å:
F (-2.527, -0.841, -1.050)
N (2.573, -0.981, 0.415)
N (0.614, -0.042, 0.573)
C (-1.651, -0.095, 1.146)
C (1.504, -0.784, 1.192)
C (2.365, -0.337, -0.732)
C (1.065, 0.119, -0.671)
C (-2.410, 0.161, -0.090)
H (3.273, -1.705, 0.557)
H (1.410, -1.227, 2.192)
H (2.751, -0.592, -1.698)
H (-1.610, 0.638, 1.951)
H (-1.354, -1.121, 1.255)
H (-3.497, 0.441, 0.278)
H (-2.230, 1.085, -0.661)
H (0.459, 0.784, -1.313)

Its net charge is +1. For the LUMO energy, the calculation gives -5.88 eV. The calculation puts the HOMO energy at -0.4903 Ha.

Which of them is most stable? Easy: model ii.